9
Properties=species:S:1:pos:R:3:forces:R:3 method="wB97M-V/def2-TZVPD" energy_ha=-320.9289 e_above_lowest_kj_mol=0.0 spin_multiplicity=2 s2=0.756
N 0.4002 0.1440 1.9465 -0.19 -1.28 0.34
C 0.5057 0.2758 0.5924 -0.07 0.50 1.95
O 0.7659 -0.6525 -0.1466 0.01 -0.19 -0.90
O 0.4199 1.4632 0.0979 -0.06 0.07 -0.65
H 0.2762 -0.8216 2.2270 0.32 -0.04 -0.21
H -0.1030 0.7228 2.5922 -0.05 0.89 -0.49
H -0.2825 -0.8879 -2.0766 -0.02 0.21 -0.46
H -1.2659 0.2124 -2.3969 0.19 -0.19 -0.34
O -0.7165 -0.4562 -2.8357 -0.14 0.02 0.76